No. 1
# C9H10N4

One molecule with the formula C9H10N4 at a distorted geometry (ωB97M-V/def2-TZVPD, the Open Molecules 2025 dataset).

The geometry in ORCA input format:
```
! RIJCOSX wB97M-V def2-TZVPD def2/J DEFGRID3
* xyz 0 3
C 2.449 -0.551 2.269
C 0.673 -1.648 2.021
C 1.584 0.222 1.357
C 1.669 1.513 0.947
C 0.941 2.206 -0.023
C 0.158 1.548 -0.903
C -2.208 0.144 -2.911
C -0.612 1.450 -1.921
C -1.457 -1.497 0.154
N 1.811 -1.670 2.608
N -1.923 1.097 -2.158
N 0.523 -0.654 1.132
N -0.257 -0.651 0.094
H 3.485 -0.519 2.603
H 0.055 -2.497 1.937
H 2.382 2.133 1.493
H 0.897 3.282 0.071
H -3.255 -0.213 -2.943
H -1.584 -0.538 -3.475
H -0.210 1.686 -2.890
H -1.165 -2.402 -0.134
H -1.816 -1.493 1.231
H -2.140 -0.949 -0.560
*
```

As for the relative energy (zero: lowest compared OMol25 entry of this formula, charge and spin): 0.0 kJ/mol. The HOMO-LUMO gap (spin up / spin down) comes out at 7.19 / 6.77 eV. The calculated total energy is -15447.6250 eV. The expectation value of S² is 2.072.


No. 2
# C9H10N4OS

One molecule with the formula C9H10N4OS at a distorted geometry (ωB97M-V/def2-TZVPD, the Open Molecules 2025 dataset).

The geometry in ORCA input format:
```
! RIJCOSX wB97M-V def2-TZVPD def2/J DEFGRID3
* xyz 0 1
C 2.189 2.150 -1.114
C 2.086 0.771 -0.329
C 1.689 -0.348 -1.237
C 1.137 0.908 0.950
N -0.213 0.257 0.824
C -0.403 -1.152 1.057
O 0.595 -1.672 1.526
C -1.710 -1.816 0.793
N -2.329 -3.048 0.738
C -3.646 -2.819 0.270
N -3.920 -1.551 0.186
C -2.761 -0.842 0.539
N -2.701 0.458 0.498
C -1.404 0.978 0.549
S -1.248 2.529 0.045
H 2.644 2.934 -0.442
H 1.077 2.425 -1.426
H 2.787 2.203 -2.069
H 3.111 0.568 -0.044
H 1.856 -1.301 -0.709
H 0.579 -0.181 -1.480
H 2.194 -0.319 -2.078
H 1.072 2.008 1.117
H 1.628 0.431 1.803
H -4.308 -3.569 0.032
*
```

The SMILES is CC(C)CN1C(=O)C2=NC=NC2=NC1=S. As for the relative energy (zero: lowest compared OMol25 entry of this formula, charge and spin): 168.5 kJ/mol. The HOMO-LUMO gap comes out at 5.94 eV. The calculated total energy is -28334.8456 eV.


No. 3
# C9H10N4S

One molecule with the formula C9H10N4S at a distorted geometry (ωB97M-V/def2-TZVPD, the Open Molecules 2025 dataset).

The geometry in ORCA input format:
```
! RIJCOSX wB97M-V def2-TZVPD def2/J DEFGRID3
* xyz 0 3
C 1.997 -0.341 1.429
C 0.702 -0.361 1.957
C 2.142 0.366 0.360
C -0.343 0.248 1.368
C 1.061 0.750 -0.624
C -0.266 1.023 0.171
C -3.387 2.200 -0.213
C -0.739 1.265 -3.018
C 0.562 -1.542 -1.502
N -2.131 2.441 -0.077
N -0.217 0.264 -2.668
N 0.786 -0.148 -1.804
N -1.053 1.864 -0.399
S -1.540 2.248 -3.899
H 2.949 -0.566 1.920
H 0.450 -0.944 2.807
H 3.166 0.501 -0.076
H -1.368 0.130 1.808
H 1.478 1.622 -1.034
H -3.977 1.555 -0.877
H -3.945 2.911 0.294
H -0.476 -1.775 -1.116
H 1.305 -1.649 -0.755
H 0.700 -2.082 -2.463
*
```

As for the relative energy (zero: lowest compared OMol25 entry of this formula, charge and spin): 190.1 kJ/mol. The HOMO-LUMO gap (spin up / spin down) comes out at 6.88 / 5.28 eV. The calculated total energy is -26282.3441 eV. The expectation value of S² is 2.024.


No. 4
# C9H10NO2

C9H10NO2 as an isolated structure at a distorted geometry (ωB97M-V/def2-TZVPD, the Open Molecules 2025 dataset).

The geometry in ORCA input format:
```
! RIJCOSX wB97M-V def2-TZVPD def2/J DEFGRID3
* xyz -1 1
C 1.458 2.043 0.403
C 0.221 2.460 -0.115
C 1.702 0.659 0.413
C -0.734 1.570 -0.623
C 0.847 -0.229 -0.087
C -0.337 0.173 -0.724
C 1.343 -1.691 -0.162
C 0.055 -2.492 0.059
C -1.333 -0.810 -0.931
N -2.700 0.466 0.917
O -2.150 1.621 0.627
O -0.910 -2.164 -0.927
H 2.077 2.871 0.738
H 0.045 3.548 -0.273
H 2.641 0.419 0.912
H -1.507 1.945 -1.400
H 1.952 -2.158 -1.001
H 1.920 -1.925 0.865
H 0.086 -3.582 -0.095
H -0.210 -2.260 1.083
H -2.234 -0.629 -1.512
H -2.232 0.165 1.831
*
```

As for the relative energy (zero: lowest compared OMol25 entry of this formula, charge and spin): 420.5 kJ/mol. The HOMO-LUMO gap (spin up / spin down) comes out at 5.87 / 5.97 eV. The calculated total energy is -15075.4470 eV.


No. 5
# C9H10NO2

A 2-piece molecular cluster, C9H10NO2 overall at a distorted geometry (ωB97M-V/def2-TZVPD, the Open Molecules 2025 dataset).

The geometry in ORCA input format:
```
! RIJCOSX wB97M-V def2-TZVPD def2/J DEFGRID3
* xyz 1 1
C 1.438 0.964 -0.011
C 2.430 0.057 0.289
C 0.903 -1.591 -0.404
C 0.089 -0.566 -0.378
C 0.064 0.779 -0.336
C 2.213 -1.358 0.182
C -2.559 -0.931 -0.490
C -3.828 -0.252 -0.147
C -0.839 1.850 -0.529
N 3.115 -2.371 0.340
O -3.507 -1.731 -0.241
O -3.955 0.313 1.034
H 1.660 2.033 -0.090
H 3.390 0.581 0.615
H 0.528 -2.604 -0.244
H -4.548 0.093 -0.871
H -0.523 2.780 -0.158
H -1.009 1.915 -1.634
H -1.856 1.613 -0.062
H 4.002 -2.282 0.844
H 2.870 -3.292 0.134
H -4.863 0.384 1.402
*
```

As for the relative energy (zero: lowest compared OMol25 entry of this formula, charge and spin): 556.3 kJ/mol. The HOMO-LUMO gap comes out at 7.23 eV. The calculated total energy is -15066.8066 eV.


No. 6
# C9H10NOS

An isolated ion of composition C9H10NOS and charge +1 at a distorted geometry (ωB97M-V/def2-TZVPD, the Open Molecules 2025 dataset).

The geometry in ORCA input format:
```
! RIJCOSX wB97M-V def2-TZVPD def2/J DEFGRID3
* xyz 1 1
C -4.001 -0.860 0.778
C 1.238 1.499 0.315
C 0.727 -0.861 0.239
C -0.063 1.817 0.127
C -0.651 -0.553 0.120
C 1.667 0.140 0.298
C -1.044 0.767 0.045
C 3.137 -0.111 0.574
C -3.409 -0.109 -1.241
N -3.839 -1.163 -0.421
O -3.414 0.311 1.232
S -2.714 1.181 0.012
H -4.395 -1.251 1.664
H 2.031 2.322 0.449
H 1.127 -1.920 0.344
H -0.530 2.733 0.079
H -1.283 -1.321 0.122
H 3.674 0.548 1.220
H 3.245 -1.177 1.051
H 3.631 -0.218 -0.388
H -4.284 0.409 -1.583
H -2.606 -0.414 -1.919
*
```

As for the relative energy (zero: lowest compared OMol25 entry of this formula, charge and spin): 153.9 kJ/mol. The HOMO-LUMO gap comes out at 8.79 eV. The calculated total energy is -23858.8743 eV.


No. 7
# C9H11Br3Cl6O6

C9H11Br3Cl6O6 as an isolated structure at a distorted geometry (ωB97M-V/def2-TZVPD, the Open Molecules 2025 dataset).

The geometry in ORCA input format:
```
! RIJCOSX wB97M-V def2-TZVPD def2/J DEFGRID3
* xyz 0 1
C -19.041 5.307 15.952
Br -18.330 4.204 14.497
Br -19.427 4.283 17.559
Br -20.571 6.411 15.443
H -18.200 5.940 16.198
C -15.147 7.731 18.500
Cl -14.667 9.314 19.164
Cl -16.314 7.870 17.183
Cl -15.570 6.636 19.834
H -14.239 7.373 18.036
C -16.471 1.156 15.275
Cl -15.370 1.038 13.898
Cl -15.753 0.580 16.762
Cl -17.986 0.246 14.964
H -16.771 2.189 15.409
C -18.386 0.757 11.075
C -17.882 2.092 11.616
O -16.675 2.292 10.902
C -16.721 1.555 9.781
O -16.011 1.752 8.838
O -17.692 0.656 9.829
H -19.453 0.851 10.885
H -18.170 -0.044 11.777
H -17.711 2.025 12.692
H -18.551 2.954 11.536
C -12.611 3.849 15.578
C -12.397 4.865 16.716
O -13.659 4.839 17.408
C -14.600 4.525 16.499
O -15.776 4.591 16.663
O -14.040 3.907 15.441
H -12.290 2.842 15.829
H -12.187 4.261 14.666
H -12.202 5.862 16.323
H -11.662 4.548 17.453
*
```

As for the relative energy (zero: lowest compared OMol25 entry of this formula, charge and spin): 19.2 kJ/mol. The HOMO-LUMO gap comes out at 10.18 eV. The calculated total energy is -307057.8121 eV.


No. 8
# C9H11BrN2O

A 2-piece molecular cluster, C9H11BrN2O overall at a distorted geometry (ωB97M-V/def2-TZVPD, the Open Molecules 2025 dataset).

The geometry in ORCA input format:
```
! RIJCOSX wB97M-V def2-TZVPD def2/J DEFGRID3
* xyz 0 1
C 1.784 1.554 1.889
C 1.904 1.439 0.373
C 0.515 1.240 -0.256
Br -0.367 2.881 -0.594
C 0.127 0.100 -0.872
C -1.188 -0.011 -1.499
C -1.661 -1.205 -1.931
C -0.997 -2.434 -1.676
C 0.207 -2.322 -1.108
N 0.741 -1.164 -0.670
H 0.999 2.099 2.199
H 2.596 2.088 2.205
H 1.764 0.747 2.546
H 2.304 2.345 -0.242
H 2.667 0.520 0.222
H -1.780 0.806 -1.668
H -2.631 -1.324 -2.426
H -1.486 -3.433 -1.923
H 0.786 -3.243 -0.818
H 1.737 -1.241 -0.595
N -2.220 0.859 1.822
C -1.745 -0.230 1.847
O -1.258 -1.244 2.059
H -2.796 1.173 1.115
*
```

The SMILES is CC/C(Br)=C1/C=CC=CN1.N=C=O. As for the relative energy (zero: lowest compared OMol25 entry of this formula, charge and spin): 135.0 kJ/mol. The HOMO-LUMO gap comes out at 7.73 eV. The calculated total energy is -84579.4317 eV.